[1]
This record from OMol25 describes a structure of composition C6H12N5. The level of theory is ωB97M-V/def2-TZVPD.

## Properties
Maximum force   6.71 eV/A
HOMO   -13.02 eV
Molar mass   154.2 g mol⁻¹
Energy relative to the best compared isomer or geometry (same formula, charge and spin)   22.1 kcal/mol

ORCA input file:
```
! wB97M-V def2-TZVPD RIJCOSX def2/J DEFGRID3
* xyz 1 1
C 2.5922 0.1175 -0.1204
C -0.2209 1.8116 0.7453
C 1.0934 -1.4254 0.3992
C 1.2775 0.5942 -0.8639
C 0.4233 -0.6421 -0.6986
C -1.4238 -0.2574 -0.0430
N 2.4568 -0.9690 0.4658
N 0.8520 1.7404 -0.0192
N -1.0901 0.8338 0.9308
N -1.8363 -1.3606 0.6966
N -2.0799 0.0796 -1.2273
H 3.3539 0.8300 -0.2011
H -0.3932 2.5777 1.4653
H 0.8561 -1.2794 1.5064
H 1.1239 -2.5963 0.2566
H 1.5334 0.8535 -1.8293
H 0.3915 -1.2587 -1.6775
H 1.5505 2.4532 0.1464
H -1.5165 0.7698 1.8403
H -1.3434 -2.2215 0.5065
H -2.7927 -1.5463 0.4291
H -1.7298 0.9547 -1.6208
H -3.0780 -0.0591 -1.0875
*
```

Charges per atom according to Mulliken partitioning, unit e: -0.240 -0.135 -0.457 -0.109 -0.299 0.202 -0.557 -0.112 -0.100 -0.598 -0.413 0.445 0.422 0.268 0.348 0.399 0.322 0.297 0.298 0.243 0.280 0.241 0.258

[2]
This record from OMol25 describes a structure of composition C12H10AuN2O5. The level of theory is ωB97M-V/def2-TZVPD.

## Properties
Maximum force   2.53 eV/A
HOMO (spin up / spin down)   -5.01 / -8.73 eV
Molar mass   459.2 g mol⁻¹
Energy relative to the best compared isomer or geometry (same formula, charge and spin)   10.3 kcal/mol
<S²>   3.7821

ORCA input file:
```
! wB97M-V def2-TZVPD RIJCOSX def2/J DEFGRID3
* xyz 0 4
Au -0.9401 0.5303 0.2927
O 1.0388 -2.4814 -1.7679
C 0.3345 -1.7732 -1.0440
O 0.5540 -0.4869 -0.8423
C -0.8799 -2.3003 -0.4047
C -1.2624 -3.6449 -0.5346
C -2.4289 -4.0722 0.0393
C -3.2523 -3.1381 0.7475
C -2.8479 -1.8419 0.8451
N -1.6895 -1.4178 0.2902
H -0.6033 -4.3006 -1.0839
H -2.7203 -5.1108 -0.0415
H -4.1884 -3.4418 1.1922
H -3.4280 -1.0890 1.3644
O -2.4982 1.4750 1.5930
C -1.8383 1.3255 2.6497
O -0.7165 0.7657 2.6880
H -2.2722 1.7134 3.5828
O -0.1250 2.4492 -0.2999
N 1.1740 2.4419 -0.5376
C 1.6100 2.8102 -1.7542
C 2.9545 2.8275 -2.0407
C 3.8720 2.4510 -1.0706
C 3.3950 2.0682 0.1748
C 2.0424 2.0701 0.4198
H 0.8384 3.0682 -2.4624
H 3.2784 3.1288 -3.0261
H 4.9306 2.4393 -1.2862
H 4.0726 1.7702 0.9612
H 1.5960 1.7644 1.3558
*
```

Charges per atom according to Mulliken partitioning, unit e: 0.828 -0.694 0.326 -0.538 0.642 -0.683 -0.226 -0.748 -0.096 -0.279 0.422 0.399 0.385 0.398 -0.586 0.278 -0.473 0.445 -0.791 0.567 -0.068 -0.702 -0.106 -0.796 0.033 0.420 0.382 0.398 0.396 0.468

[3]
This record from OMol25 describes a cluster of 2 separate species, C21H22NO2 in total. The level of theory is ωB97M-V/def2-TZVPD.

## Properties
Maximum force   1.70 eV/A
HOMO   -11.56 eV
Molar mass   320.4 g mol⁻¹
Energy relative to the best compared isomer or geometry (same formula, charge and spin)   29.2 kcal/mol

ORCA input file:
```
! wB97M-V def2-TZVPD RIJCOSX def2/J DEFGRID3
* xyz 1 1
C -1.6138 5.8235 -0.7587
C -2.0820 4.8362 -1.6313
C -2.8333 3.7620 -1.1481
C -3.0950 3.6979 0.2225
O -3.7105 2.5660 0.7801
C -2.9689 1.3838 0.8079
C -2.2835 1.0493 1.9854
C -1.4003 -0.0075 1.9668
C -1.2085 -0.8200 0.8064
C -0.1947 -1.8201 0.8564
C 0.0907 -2.8580 -0.0834
C 0.7506 -4.0359 0.3890
C 1.1336 -5.0473 -0.4776
C 0.8577 -4.9456 -1.8501
C 0.2198 -3.7993 -2.3395
C -0.1294 -2.7568 -1.4867
C -2.0598 -0.5450 -0.3024
C -2.8844 0.5679 -0.3237
C -2.6967 4.7116 1.0985
C -1.9230 5.7596 0.6041
H -1.0091 6.6480 -1.1392
H -1.8616 4.8906 -2.6988
H -3.2014 2.9719 -1.8030
H -2.4360 1.6579 2.8763
H -0.8196 -0.2365 2.8619
H 0.3097 -1.9024 1.8213
H 0.9635 -4.1127 1.4587
H 1.6478 -5.9283 -0.0892
H 1.1372 -5.7522 -2.5290
H 0.0016 -3.7099 -3.4048
H -0.5168 -1.8317 -1.9093
H -2.0733 -1.2018 -1.1662
H -3.4733 0.8224 -1.2053
H -2.9614 4.6259 2.1518
H -1.5678 6.5252 1.2955
O 4.9218 0.0528 1.0906
C 4.9276 -1.1066 0.2658
C 3.5384 -1.7088 0.3778
N 2.5388 -0.6814 0.4857
H 5.8207 0.4132 1.1260
H 5.0908 -0.8208 -0.7833
H 5.6712 -1.8287 0.6272
H 3.3383 -2.3967 -0.4583
H 3.4819 -2.2881 1.3096
H 2.8989 0.2483 0.2961
H 1.6634 -0.8720 0.0266
*
```

Charges per atom according to Mulliken partitioning, unit e: -0.485 -0.484 -0.347 0.551 -0.428 0.046 -0.512 -0.722 0.944 -0.908 1.245 -0.385 -0.711 -0.308 -0.894 -0.120 -0.418 -0.497 -0.340 -0.393 0.378 0.362 0.278 0.460 0.392 0.208 0.385 0.406 0.419 0.407 0.441 0.579 0.578 0.432 0.358 -0.548 -0.537 -0.230 -0.325 0.320 0.301 0.356 0.164 0.237 0.201 0.148